# 1
This record from the OMol25 dataset describes a 2-piece molecular cluster, C4H12 overall in a non-equilibrium geometry. The level of theory is ωB97M-V with the def2-TZVPD basis set.

Summary:
- HOMO-LUMO gap (spin up / spin down) (hartree) = 0.4824 / 0.1483
- 2S+1 = 2
- max |F| (eV/Å) = 1.13
- total charge = +1
- HOMO level (spin up / spin down) (eV) = -16.18 / -15.22
- DFT total energy (hartree) = -159.15107
- ⟨S²⟩ = 0.753
- energy above the lowest of the compared OMol25 structures with the same formula, charge and spin (kcal per mole) = 11.8

Last column: Mulliken spin population.
Atoms and positions in Å:
C  1.243  -1.211  -0.026  0.094
C  2.066  -1.117  -1.244  0.131
H  1.687  -1.960  0.687  0.169
H  1.148  -0.267  0.532  0.070
H  0.337  -1.749  -0.293  0.059
H  2.762  -0.293  -1.315  -0.006
H  1.545  -1.249  -2.206  0.065
H  2.650  -2.078  -1.286  0.144
C  -2.378  1.442  0.343  0.072
C  -1.022  1.080  0.976  0.069
H  -3.076  0.701  0.651  0.010
H  -2.590  2.474  0.612  0.023
H  -2.376  1.339  -0.746  0.017
H  -0.290  1.218  0.143  0.055
H  -0.966  0.039  1.305  0.016
H  -0.741  1.630  1.865  0.014

***

# 2
This record from the OMol25 dataset describes a 2-piece molecular cluster, C4H12 overall in a non-equilibrium geometry. The level of theory is ωB97M-V with the def2-TZVPD basis set.

Summary:
- HOMO-LUMO gap (spin up / spin down) (hartree) = 0.4216 / 0.1222
- 2S+1 = 2
- max |F| (eV/Å) = 4.74
- total charge = +1
- HOMO level (spin up / spin down) (eV) = -14.99 / -14.79
- DFT total energy (hartree) = -159.10564
- ⟨S²⟩ = 0.752
- energy above the lowest of the compared OMol25 structures with the same formula, charge and spin (kcal per mole) = 40.3

Last column: Mulliken spin population.
Atoms and positions in Å:
C  0.439  1.516  -0.232  0.106
C  0.140  2.607  0.762  0.296
H  -0.522  1.099  -0.429  0.046
H  0.832  2.062  -1.052  0.088
H  1.082  0.684  0.070  0.070
H  -0.540  3.500  0.487  0.173
H  1.058  3.063  1.030  0.056
H  -0.597  2.399  1.552  0.120
C  0.378  -2.288  -0.896  0.005
C  -0.760  -1.837  0.258  0.021
H  1.386  -2.189  -0.564  0.000
H  0.186  -3.424  -1.021  0.000
H  0.177  -1.818  -1.794  0.003
H  -0.479  -1.168  0.944  0.001
H  -1.806  -1.403  0.141  0.009
H  -0.975  -2.804  0.743  0.005